[1]
25
Properties=species:S:1:pos:R:3:forces:R:3:lowdin_charge:R:1 method="wB97M-V/def2-TZVPD" e_homo_ev=-8.84 homo_lumo_gap_ev=9.924 lumo_energy_ha=0.0399 smiles=CCCCCNCC energy_ev=-9023.2994 mol_weight_g_mol=115.22 de_lowest_kcal_mol=44.4
C -1.2535 -0.0855 -3.5320 0.2 -2.5 0.0 -0.13
C -0.2637 0.0433 -2.3707 0.8 2.8 0.7 -0.26
C -0.8579 1.0405 -1.2889 -0.6 -0.8 -2.5 -0.25
C 0.0907 1.5210 -0.2364 -2.0 3.0 -0.3 -0.26
C 0.7068 0.6489 0.7900 2.8 1.8 1.7 -0.30
N -0.1550 -0.2807 1.4398 -0.4 -1.1 1.7 -0.07
C 0.2451 -0.5808 2.8639 -0.7 -0.6 -0.9 -0.25
C 1.1068 -1.8610 2.9282 1.6 1.5 0.4 -0.11
H -2.0820 -0.7116 -3.1849 -0.7 1.0 0.5 0.07
H -0.9615 -0.8852 -4.2470 0.7 1.1 -0.3 0.07
H -1.5753 0.8479 -4.0276 0.3 -0.6 0.4 0.08
H 0.7017 0.5579 -2.6752 -1.0 -0.5 -0.1 0.11
H 0.1262 -0.8267 -1.8639 -0.5 -0.9 -0.2 0.09
H -1.8509 0.7278 -0.9373 0.5 -0.5 0.4 0.11
H -1.1634 1.9066 -1.9268 0.4 -0.2 0.6 0.11
H -0.5644 2.2917 0.2714 0.7 -0.7 0.1 0.12
H 0.7820 2.2082 -0.7600 0.5 -0.7 0.4 0.12
H 1.6498 0.2082 0.4165 -0.3 -0.2 -0.1 0.11
H 1.1305 1.4274 1.6081 -0.9 -1.7 -1.6 0.15
H -0.0076 -1.2126 1.0710 -0.4 0.3 -0.9 0.09
H 0.7297 0.3245 3.2505 0.0 -0.5 0.2 0.10
H -0.6498 -0.8216 3.4728 0.3 0.6 -0.3 0.10
H 1.8889 -1.9282 2.1400 -0.5 0.3 0.3 0.08
H 1.6447 -1.7713 3.8751 0.1 -0.5 0.0 0.07
H 0.5823 -2.7886 2.9235 -0.8 -0.5 0.0 0.05

[2]
26
Properties=species:S:1:pos:R:3:forces:R:3:lowdin_charge:R:1 method="wB97M-V/def2-TZVPD" total_charge=+1 e_homo_ev=-13.98 homo_lumo_gap_ev=10.701 lumo_energy_ha=-0.1206 smiles="CN(C)C(=[NH2+])C(C)(C)C" energy_ev=-10507.6478 mol_weight_g_mol=129.23 de_lowest_kcal_mol=20.8
C 1.6822 -1.4959 -0.1311 -0.1 -1.3 -1.5 -0.05
N 1.5192 -0.0621 -0.0655 -3.3 1.6 -1.0 -0.15
C 2.7772 0.6505 0.1276 -0.9 -1.4 1.8 -0.03
C 0.2869 0.6645 -0.0245 4.2 -0.3 0.5 -0.12
N 0.5280 1.9800 0.2098 2.4 -0.1 -0.6 0.20
C -1.0944 0.0408 -0.0282 -0.9 0.5 1.1 -0.50
C -1.2380 -0.8745 1.2538 0.4 -0.6 0.0 -0.01
C -2.2203 1.0913 0.0801 0.1 1.0 -1.1 -0.06
C -1.4278 -0.6619 -1.3423 0.6 -0.9 -1.3 -0.04
H 2.6460 -1.8390 -0.7342 -2.3 0.9 1.1 0.15
H 1.6909 -1.9427 0.8440 0.6 0.0 0.8 0.09
H 0.7497 -1.9038 -0.5344 0.7 -0.2 -0.4 0.06
H 2.9017 1.4153 -0.6188 0.3 0.7 0.2 0.10
H 2.6596 0.8584 1.2271 1.2 1.0 -1.0 0.14
H 3.5477 -0.1048 0.0091 0.2 0.3 0.0 0.09
H -0.0615 2.7935 0.2042 -1.0 -0.6 -0.1 0.13
H 1.5478 2.3187 0.1521 -2.4 -1.0 0.3 0.13
H -0.6218 -1.8195 1.2965 -0.3 1.3 -0.1 0.09
H -2.2426 -1.2428 1.1805 -0.7 -0.3 0.0 0.07
H -1.2198 -0.3455 2.2388 0.4 -0.1 -1.0 0.11
H -3.1032 0.5416 0.3620 -0.4 0.1 0.2 0.09
H -2.0865 1.9473 0.7208 0.2 -0.1 0.9 0.08
H -2.4362 1.5955 -0.8921 0.2 -0.7 0.4 0.10
H -0.6265 -1.3934 -1.5336 -0.5 0.2 -0.5 0.07
H -2.3878 -1.2494 -1.4045 0.8 0.8 0.7 0.12
H -1.4774 0.0906 -2.1805 0.3 -0.8 0.8 0.11

[3]
26
Properties=species:S:1:pos:R:3:forces:R:3:lowdin_spin:R:1 method="wB97M-V/def2-TZVPD" spin_multiplicity=3 total_charge=+1 e_homo_ev="-9.00 / -14.47" homo_lumo_gap_ev="6.137 / 6.207" lumo_energy_ha="-0.1051 / -0.3037" energy_ev=-10503.1893 mol_weight_g_mol=129.23 de_lowest_kcal_mol=9.1 s_squared=2.007
C 1.2060 -0.5732 0.1518 -0.6 0.0 -0.9 0.08
C 1.1150 0.6881 -0.7714 0.8 0.4 0.3 0.13
C -0.4200 -1.9322 1.4946 -0.6 0.8 3.0 0.07
C -0.0532 0.5766 -1.6366 3.0 1.4 -3.1 0.52
C 1.0112 2.0669 -0.0758 1.4 -1.8 0.9 0.04
C -1.2594 -1.7424 2.7856 0.6 0.1 0.1 0.00
C -0.2134 1.4040 -2.8855 -1.7 -1.2 -0.1 0.09
N -1.1138 -0.0470 -1.2167 -4.9 -2.6 1.2 0.28
N 0.0242 -0.5949 1.1124 5.6 -0.8 0.1 0.58
H 1.3383 -1.4697 -0.5198 -1.1 0.6 0.9 0.00
H 2.2399 -0.4615 0.5535 -1.0 0.1 1.1 0.04
H 2.1085 0.6920 -1.2822 -0.9 -0.3 -0.1 0.01
H 0.4752 -2.5442 1.6288 0.1 0.0 -0.1 0.03
H 1.6678 2.6602 -0.6534 0.4 1.2 -0.4 0.00
H 1.4358 2.0068 0.9390 -0.4 0.4 -0.1 0.01
H 0.0063 2.3886 -0.1519 -0.9 0.7 0.5 0.00
H -2.1290 -1.2151 2.4615 -0.6 1.0 0.0 0.00
H -0.7263 -1.1710 3.6056 -0.6 -0.9 -0.9 0.00
H -1.7472 -2.6477 3.1411 0.8 -0.3 0.2 0.00
H -0.0829 0.7451 -3.8197 0.1 1.4 1.1 0.02
H 0.3210 2.3541 -2.8414 0.2 -0.3 -0.5 0.01
H -1.0619 -2.4092 0.8140 -0.5 -0.4 -1.6 0.01
H -2.0272 -0.0865 -1.7585 1.9 0.2 1.2 0.02
H -1.1423 -0.3237 -0.2281 -0.7 0.2 -0.9 0.03
H 0.3477 -0.0028 1.9449 -1.5 -0.4 -1.3 0.01
H -1.3200 1.6387 -2.7919 1.1 0.2 -0.8 0.01

[4]
28
Properties=species:S:1:pos:R:3:forces:R:3:lowdin_charge:R:1 method="wB97M-V/def2-TZVPD" total_charge=+1 e_homo_ev=-13.39 homo_lumo_gap_ev=9.895 lumo_energy_ha=-0.1283 smiles="C=[N+]([O-])OC[N+](C)(CC)CC" energy_ev=-14596.9485 mol_weight_g_mol=161.23 de_lowest_kcal_mol=128.8
C 4.2188 0.6616 0.4422 -3.0 0.8 -1.5 0.14
N 3.2801 -0.1165 -0.0362 -0.8 -1.4 0.2 -0.19
O 3.1377 -1.3096 -0.1940 0.6 1.1 0.1 0.05
O 1.8388 0.7014 -0.4264 -0.6 0.5 0.2 -0.08
C 0.6656 0.0516 -0.9947 3.0 1.4 1.4 -0.13
N -0.4503 -0.2543 -0.0100 0.0 1.8 -3.4 -0.30
C 0.1334 -1.1421 0.9946 -0.9 -3.7 1.5 -0.01
C -0.8944 0.9716 0.6238 -3.0 0.0 0.9 -0.19
C -1.1122 2.2668 -0.1351 -0.3 0.0 -2.4 -0.04
C -1.5963 -0.7496 -0.9094 -3.4 -0.5 1.6 -0.10
C -2.6508 -1.4445 0.0629 0.4 -1.2 -1.9 -0.05
H 5.1870 0.2948 0.6440 0.6 -0.8 0.2 0.10
H 3.9956 1.7264 0.4443 0.0 -0.4 0.1 0.10
H 0.8626 -0.9094 -1.2764 1.3 -2.5 -1.4 0.10
H 0.3918 0.6505 -1.8579 -0.6 0.2 0.3 0.16
H 1.0239 -0.6542 1.4323 -0.6 -0.4 -0.3 0.12
H -0.5741 -1.6214 1.8198 1.0 2.1 -1.6 0.16
H 0.3878 -2.1115 0.4945 0.4 1.0 0.1 0.13
H -1.9481 0.6523 0.8404 1.1 0.7 1.3 0.12
H -0.2201 0.9539 1.4694 -0.5 1.4 0.5 0.13
H -1.8929 2.3745 -0.9977 0.6 -1.0 2.1 0.13
H -1.2820 3.0377 0.5806 -0.3 0.5 0.5 0.08
H -0.2858 2.5666 -0.7300 1.5 0.4 0.0 0.05
H -2.2123 -0.0424 -1.6174 2.2 -0.4 1.7 0.18
H -1.2581 -1.5556 -1.4783 1.0 -1.0 -1.2 0.10
H -3.5688 -1.8245 -0.4526 1.0 0.5 -0.1 0.11
H -2.1484 -2.3512 0.4355 -0.4 0.4 0.3 0.08
H -3.0283 -0.8231 0.8316 -0.1 0.5 0.9 0.05